# 1
Molecular formula: C3H7N3S2
Method: DFT, the ωB97M-V functional and the def2-TZVPD basis

Positions of all 15 atoms, in Å:
1 C -1.52737 -1.32697 0.10203
2 H -0.59224 3.40591 0.04515
3 H 0.84248 2.90530 0.79061
4 N -0.42183 1.36214 0.16314
5 C 0.40090 0.28058 0.01402
6 N 1.64948 0.48416 -0.13629
7 H 0.42375 -1.77142 0.27073
8 C 0.19194 2.64576 -0.00763
9 H 3.51471 -0.32346 0.91526
10 S 2.67927 -0.93023 -0.08442
11 H -1.40390 1.26353 0.06989
12 H 0.67617 2.70441 -0.98943
13 S -2.89003 -0.40054 -0.08333
14 H -1.59903 -2.39359 0.22751
15 N -0.21088 -1.00267 0.07370

Summary:
ΔE to the lowest compared entry with this formula, charge and spin = 1.121 eV
multiplicity = 1
net charge = 0
LUMO level = 0.053 eV
orbital gap = 0.3167 Ha
structure (SMILES) = CN/C(=N/S)NC=S

***

# 2
Molecular formula: C6H13NO
Method: DFT, the ωB97M-V functional and the def2-TZVPD basis

Positions of all 21 atoms, in Å:
1 H 1.00329 1.28230 -3.07392
2 C 1.21299 -1.00278 0.94557
3 H -1.79135 -0.64612 -0.75386
4 O -0.27714 -1.77047 -1.50017
5 H -1.13901 -1.48304 2.40914
6 H 1.40300 -2.08106 0.85378
7 N -0.32737 0.94186 -1.49444
8 H 0.53017 2.09172 0.45130
9 C -0.20646 -0.61446 0.66753
10 C -1.11810 -0.54092 1.84826
11 H -0.76201 0.21370 2.56215
12 H -2.14366 -0.31718 1.55492
13 C -0.32458 2.11628 -0.22758
14 H 1.54911 0.06881 -1.93651
15 H -0.29068 2.99229 -0.87324
16 C -0.71442 -0.74479 -0.65336
17 H 1.48889 -0.77967 1.97859
18 C 0.76471 0.79740 -2.13489
19 H -1.29311 2.13142 0.26297
20 H 0.53060 -2.15252 -1.14154
21 H 1.90513 -0.50279 0.25531

Summary:
ΔE to the lowest compared entry with this formula, charge and spin = 6.625 eV
multiplicity = 1
net charge = 0
LUMO level (spin up / spin down) = 0.020 / 0.547 eV
orbital gap (spin up / spin down) = 0.2394 / 0.2908 Ha

***

# 3
Molecular formula: C6H15O5
Method: DFT, the ωB97M-V functional and the def2-TZVPD basis

Positions of all 26 atoms, in Å:
1 H -0.19414 -0.24078 0.11711
2 H -3.47319 -3.82237 3.23183
3 C -3.08826 -3.50246 1.14239
4 H -5.56177 -3.23429 4.30327
5 O -1.97637 0.57273 0.77927
6 O -2.25667 0.94345 -0.53381
7 O -5.14355 -3.06429 2.27697
8 O -2.50956 -2.24926 1.40852
9 H -6.40295 -4.40622 3.23947
10 H -2.92006 1.81195 -0.48250
11 C -1.03005 -0.48696 0.78975
12 O -4.04525 3.34241 -0.57870
13 H -4.30721 -4.95093 2.12767
14 C -4.01093 -3.89462 2.26802
15 H -6.89130 -2.68234 3.23362
16 C -6.03832 -3.36646 3.31588
17 H -0.77823 -2.54993 0.31309
18 H -4.82174 3.79937 1.27785
19 H -2.30107 -4.27267 1.04766
20 H -0.66181 -0.50784 1.82470
21 H -4.68005 5.10330 0.06735
22 H -2.11778 -1.76314 -0.56434
23 C -1.61153 -1.82985 0.41535
24 C -4.17739 4.19727 0.47723
25 H -3.64926 -3.47743 0.19012
26 H -3.20148 4.54163 0.86431

Summary:
ΔE to the lowest compared entry with this formula, charge and spin = 3.803 eV
multiplicity = 2
net charge = 0
LUMO level (spin up / spin down) = 0.948 / -2.156 eV
orbital gap (spin up / spin down) = 0.3566 / 0.2423 Ha

***

# 4
Molecular formula: C2H4NO3P
Method: DFT, the ωB97M-V functional and the def2-TZVPD basis

Positions of all 11 atoms, in Å:
1 C 3.76657 2.21298 0.81043
2 H 1.19092 -0.36159 1.24761
3 H -0.23360 -1.72187 -1.44521
4 H -0.57945 1.86622 -0.12183
5 P -0.59681 -0.27073 0.17149
6 H 1.62722 3.20060 0.15333
7 C 2.46128 2.69503 0.52916
8 O 0.85482 -0.91919 0.51328
9 N 2.61010 1.74816 1.39538
10 O -0.76683 -0.94522 -1.34026
11 O 0.04209 1.17129 -0.34342

Summary:
ΔE to the lowest compared entry with this formula, charge and spin = 3.918 eV
multiplicity = 1
net charge = 0
LUMO level = 0.302 eV
orbital gap = 0.3740 Ha
structure (SMILES) = C1=CN=1.OP(O)O

***

# 5
Molecular formula: C15H50O13
Method: DFT, the ωB97M-V functional and the def2-TZVPD basis

Positions of all 78 atoms, in Å:
1 H -0.27114 -1.50819 1.03293
2 C -3.08983 4.86885 1.68263
3 C -0.69987 -0.50927 1.11327
4 H 4.50560 -0.91220 -2.24551
5 H 2.49975 4.37851 1.44146
6 H -4.01798 -1.98881 2.44825
7 H 0.57244 -2.02339 -1.68331
8 O 3.25847 3.55880 -1.61045
9 H -3.66533 -2.27447 1.00398
10 C 3.44688 -0.19006 2.52136
11 H 3.95198 0.52796 3.16743
12 C 0.91815 4.25584 -0.99800
13 H 0.79422 4.80155 -1.93339
14 H -2.96526 -2.36967 -3.21549
15 O -1.92912 -0.97380 -0.96598
16 H -5.37978 1.57490 0.99699
17 C 4.44707 -1.20405 1.93740
18 O -4.73388 -0.76110 -1.30370
19 H -0.86652 2.02998 -0.02870
20 C -1.25468 -6.07081 -1.76666
21 H -1.77754 1.77197 -1.53546
22 H -2.47907 1.50578 0.01958
23 H -1.61426 -0.55984 1.70438
24 C 1.64088 -2.11234 -1.48680
25 H -2.72507 2.53002 3.85371
26 H -3.40321 4.68532 3.82310
27 O 1.89350 -3.45234 -1.81994
28 H -2.43575 -0.70192 -1.73475
29 C -0.97769 -0.03196 -0.38066
30 O 3.87938 -1.61349 -2.05150
31 H 0.47088 3.27021 -1.12676
32 H -1.83538 3.56673 1.09188
33 C -1.55866 1.36677 -0.54755
34 C 2.81326 3.63616 0.70748
35 H -5.12126 -1.44463 -0.75693
36 H 2.94122 0.44645 1.79524
37 H 3.89339 3.76665 0.77383
38 H -1.12675 -6.90101 -3.58885
39 H 6.07234 -1.10902 3.48774
40 H -5.25443 2.60212 -0.10801
41 H -1.56935 -4.23274 -2.97739
42 O -2.08960 4.42581 0.74698
43 H 2.45355 -0.87740 -3.24132
44 O -2.19487 -3.73219 -1.20570
45 C 2.41373 4.19616 -0.69658
46 O -0.58047 -6.85665 -2.80068
47 O -5.19092 1.66240 0.06269
48 H 1.81888 -2.07939 -0.41193
49 H -0.63503 -6.21327 -0.88132
50 H 2.62993 5.25887 -0.58712
51 H -1.77530 4.85230 3.34533
52 H 3.92773 3.07257 -1.12334
53 O -2.59261 2.87530 2.96781
54 H -4.01428 4.37990 1.37534
55 H -0.07549 -0.07418 -0.99089
56 C 5.37324 -1.79805 3.01382
57 H 4.74714 -2.24047 3.78865
58 H -4.84355 0.04306 -0.79622
59 H 2.51255 2.61963 0.96112
60 H -2.11450 -2.52402 -4.45818
61 O -2.54926 -1.86632 -3.91537
62 O -4.22478 -2.57486 1.72024
63 H -2.27464 -6.44776 -1.84202
64 H 2.46486 -0.21761 -1.56322
65 H -3.26551 5.94297 1.74181
66 H 2.74394 -0.67209 3.20080
67 C -2.70692 4.37281 3.04488
68 H 5.88686 -2.71757 2.73315
69 H 3.91463 -2.03028 1.46631
70 C -1.30058 -4.50651 -1.95714
71 H -0.03442 0.19796 1.60836
72 H 0.27462 4.64931 -0.21114
73 H 2.80005 -3.36380 -2.12313
74 C 2.60517 -1.10150 -2.18543
75 H -1.76543 -2.87952 -1.10506
76 O 5.12653 -0.55057 0.96577
77 H 5.54920 -1.19774 0.39644
78 H -0.26198 -4.22678 -1.78059

Summary:
ΔE to the lowest compared entry with this formula, charge and spin = 0.000 eV
multiplicity = 1
net charge = 0
LUMO level = 0.007 eV
orbital gap = 0.3506 Ha
structure (SMILES) = CC(C)O.CC(C)O.CC(C)O.OCCO.OCCO.OCCO.O.O.O.O

***

# 6
Molecular formula: C20H21BrN13O2RuS
Method: DFT, the ωB97M-V functional and the def2-TZVPD basis

Positions of all 59 atoms, in Å:
1 C 1.18627 -2.81375 -2.55133
2 C 0.53208 -3.60608 -1.60017
3 N -4.28243 -0.55547 0.13270
4 H 2.33865 -2.85479 -4.35611
5 H -3.86194 1.92028 0.92530
6 H 0.28076 1.03380 -3.08726
7 H 4.53801 2.43257 -2.78473
8 H 0.58500 2.63073 -3.80143
9 N 2.30751 1.49138 -3.52107
10 C 2.32933 2.28833 0.33905
11 H 1.61186 -0.91178 -3.42286
12 N -3.90927 -1.76480 -0.20124
13 H -0.07724 -5.57425 -1.03736
14 H 2.20516 2.61139 2.47659
15 N 2.36816 0.54471 -1.32413
16 H 2.51923 -1.43333 -0.98930
17 C 2.64623 1.04161 -0.02870
18 C 6.06486 5.42116 1.67526
19 H 3.61698 4.24585 3.70333
20 C 4.18845 4.42988 2.80649
21 Br 0.25150 -0.32717 1.92493
22 H 2.31864 -5.29546 -4.56128
23 H 6.16645 5.11349 -0.44863
24 N 1.79930 -0.76378 -1.29271
25 C 0.88794 1.58074 -3.81217
26 C 2.69366 2.92824 1.56915
27 H 4.71751 1.42975 -1.40570
28 N -1.89104 3.50538 0.81682
29 S 1.40744 3.31717 -0.87375
30 C 3.73943 3.85703 1.59077
31 N -2.64819 -1.82624 -0.39330
32 H 5.68738 5.59858 3.77167
33 C 1.82174 -3.44624 -3.61492
34 N -2.13683 -0.61511 -0.22409
35 Ru -0.20342 -0.54426 -0.43191
36 C -3.17725 0.17504 0.11508
37 N 4.15669 1.71309 -2.19276
38 H 0.69705 1.17392 -4.80579
39 H 2.87757 1.98988 -4.19438
40 C -1.97197 2.25071 0.29279
41 C 1.08993 -1.29339 -2.51793
42 C 1.79981 -4.82284 -3.74345
43 N -0.11226 3.06520 -0.18527
44 O 0.01840 -3.02709 -0.47674
45 H 1.03866 -6.66412 -2.94792
46 C 2.90916 1.23720 -2.36493
47 N -0.85061 1.94338 -0.36385
48 H -0.69800 -3.56983 -0.10940
49 H 4.11989 3.76904 -0.53942
50 H 6.96467 6.01552 1.71197
51 N -3.07797 1.49956 0.44333
52 C 4.47228 4.15336 0.40920
53 N -0.75486 3.97304 0.51176
54 O -0.17526 -0.84262 -2.42525
55 C 5.61376 4.91299 0.45849
56 C 1.09435 -5.59243 -2.83235
57 C 0.46940 -4.98643 -1.76143
58 C 5.33816 5.18351 2.83895
59 H 3.10194 0.35638 0.67821

Summary:
ΔE to the lowest compared entry with this formula, charge and spin = 0.212 eV
multiplicity = 5
net charge = +1
LUMO level (spin up / spin down) = -3.483 / -4.266 eV
orbital gap (spin up / spin down) = 0.2540 / 0.2560 Ha